15
Properties=species:S:1:pos:R:3:lowdin_charge:R:1 method="wB97M-V/def2-TZVPD" homo_energy_ha=-0.4051 orbital_gap_ev=11.5 e_above_lowest_kj_mol=70.5 multiplicity=1 energy_ev=-10400.1187 lumo_ev=0.47 smiles=O.O.O.O.O
O -2.17 -1.14 -0.18 -0.08
H -2.12 -0.17 -0.25 -0.01
H -1.88 -1.46 -1.05 0.06
O -1.55 1.38 -0.49 -0.11
H -0.56 1.50 -0.32 0.05
H -1.87 1.92 0.33 0.12
O 1.04 1.28 0.53 -0.12
H 1.36 1.69 1.37 0.09
H 0.61 0.40 0.80 0.03
O 0.26 -1.25 1.04 -0.08
H 0.88 -1.70 0.41 0.06
H -0.63 -1.35 0.71 0.00
O 1.88 -0.62 -1.02 -0.16
H 2.85 -0.80 -1.33 0.10
H 1.92 0.30 -0.54 0.04